A single C4H6O2 molecule, computed with ωB97M-V/def2-TZVPD.

* orbital gap: 9.321 eV
* relative energy (zero: lowest compared OMol25 entry of this formula, charge and spin): 22.35 kcal per mole
* total charge: 0
* E_tot: -306.47067 a.u.
* max |F|: 0.0110 hartree/bohr
* SMILES: CCC(=O)C=O

```
12
Properties=species:S:1:pos:R:3:forces:R:3:lowdin_charge:R:1
H -0.00874 0.77139 1.51758 0.0 -0.1 -0.1 0.1294
O 2.40118 -0.90701 -0.47065 -0.2 0.4 -0.3 0.0820
H -1.66545 -1.09779 -0.28342 0.0 0.1 0.1 0.0820
C -0.09812 0.00987 0.73104 0.0 0.0 0.0 -0.1767
H 2.22813 0.50929 -1.92722 0.0 -0.1 0.1 0.1306
O 0.01202 1.47732 -1.17816 0.2 -0.4 0.3 0.1062
C 1.84436 0.01395 -1.01281 0.2 -0.3 0.1 -0.1607
C -1.56816 -0.33681 0.49766 -0.1 0.0 0.0 -0.0911
H -2.02223 -0.72515 1.41220 0.0 0.0 -0.1 0.0742
H 0.48308 -0.85847 1.05538 -0.1 0.1 -0.1 0.1073
H -2.11925 0.55091 0.17730 0.0 -0.1 0.0 0.0764
C 0.51317 0.59250 -0.51890 -0.2 0.3 -0.1 -0.3595
```
Positions in Å, forces in eV/Å.